(1)
This record from the Open Molecules 2025 dataset describes a molecular structure, C5H10O at a distorted geometry. The level of theory is ωB97M-V/def2-TZVPD.

Last column: Mulliken charge in e.
Cartesian coordinates (Å):
C  2.20  0.05  -0.41  -1.21
C  0.59  0.14  0.63  -0.13
C  -0.51  1.02  -0.01  -0.67
C  -1.55  -0.08  0.32  0.10
O  -2.45  -0.48  -0.70  -0.55
C  -0.37  -1.06  0.52  -0.69
H  2.50  1.07  -0.70  0.30
H  1.87  -0.54  -1.24  0.35
H  3.11  -0.42  0.04  0.35
H  1.56  0.31  1.03  0.41
H  -0.36  1.00  -1.09  0.24
H  -0.70  2.05  0.32  0.33
H  -2.10  0.12  1.25  0.35
H  -3.14  0.19  -0.79  0.31
H  -0.46  -1.83  1.30  0.32
H  -0.21  -1.55  -0.45  0.21

Computed properties:
HOMO in eV: -8.473
Energy relative to the best compared isomer or geometry (same formula, charge and spin) in kcal/mol: 92.3
Orbital gap in eV: 9.5


(2)
This record from the Open Molecules 2025 dataset describes 2 unconnected molecules or ions with the total composition C5H10O. The level of theory is ωB97M-V/def2-TZVPD.

Last column: Mulliken charge in e.
Cartesian coordinates (Å):
C  0.33  0.66  1.75  -0.73
C  0.30  0.95  0.46  0.30
C  0.95  0.90  -0.85  -0.50
C  -0.25  1.80  -0.60  -0.49
H  1.07  -0.03  2.15  0.28
H  -0.39  1.10  2.44  0.30
H  1.95  1.33  -0.90  0.26
H  0.79  0.05  -1.52  0.14
H  -1.18  1.51  -1.09  0.21
H  -0.11  2.87  -0.49  0.24
C  -0.62  -2.07  -0.50  -0.64
O  -1.46  -1.07  0.02  -0.50
H  -1.08  -3.05  -0.37  0.27
H  -0.48  -1.89  -1.58  0.24
H  0.38  -2.08  -0.04  0.29
H  -1.06  -0.74  0.83  0.34

Computed properties:
HOMO in eV: -9.645
Energy relative to the best compared isomer or geometry (same formula, charge and spin) in kcal/mol: 62.7
Orbital gap in eV: 10.7


(3)
This record from the Open Molecules 2025 dataset describes C5H10O in the gas phase. The level of theory is ωB97M-V/def2-TZVPD.

Last column: Mulliken charge in e.
Cartesian coordinates (Å):
C  1.06  -1.51  -1.40  -0.66
C  0.98  -0.19  -1.57  -0.11
C  1.07  0.78  -0.42  -0.62
C  -0.32  1.04  0.18  -0.48
O  -0.95  -0.19  0.44  -0.25
C  -1.58  -0.30  1.68  -0.74
H  1.22  -1.93  -0.41  0.21
H  0.91  -2.21  -2.22  0.25
H  0.78  0.22  -2.56  0.29
H  1.50  1.73  -0.74  0.33
H  1.71  0.36  0.36  0.27
H  -0.20  1.63  1.11  0.36
H  -0.93  1.64  -0.51  0.29
H  -0.87  -0.14  2.51  0.33
H  -2.42  0.40  1.80  0.29
H  -1.97  -1.32  1.74  0.23

Computed properties:
HOMO in eV: -9.380
Energy relative to the best compared isomer or geometry (same formula, charge and spin) in kcal/mol: 35.5
Orbital gap in eV: 10.5


(4)
This record from the Open Molecules 2025 dataset describes 2 unconnected molecules or ions with the total composition C5H10O at a distorted geometry. The level of theory is ωB97M-V/def2-TZVPD.

Last column: Mulliken charge in e.
Cartesian coordinates (Å):
C  1.14  0.17  -0.33  -0.11
C  0.28  -0.78  -0.29  0.60
C  1.52  1.34  0.53  -1.18
C  -0.13  -2.02  -0.88  -1.12
C  -1.82  0.67  0.61  -0.52
O  -1.05  -0.38  1.04  -0.56
H  1.91  0.12  -1.08  0.33
H  2.55  1.31  0.93  0.37
H  1.62  2.10  -0.19  0.36
H  0.78  1.46  1.36  0.29
H  -0.99  -2.30  -0.28  0.35
H  0.67  -2.74  -0.87  0.32
H  -0.33  -1.80  -1.97  0.25
H  -2.72  0.33  -0.09  0.18
H  -1.14  1.42  -0.01  0.23
H  -2.31  1.10  1.50  0.20

Computed properties:
HOMO in eV: -8.895
Energy relative to the best compared isomer or geometry (same formula, charge and spin) in kcal/mol: 90.9
Orbital gap in eV: 9.6


(5)
This record from the Open Molecules 2025 dataset describes a molecular structure, C5H10O at a distorted geometry. The level of theory is ωB97M-V/def2-TZVPD.

Last column: Mulliken charge in e.
Cartesian coordinates (Å):
C  0.06  -1.47  -0.61  -1.26
C  -0.23  -0.48  0.49  0.64
C  0.82  -0.35  1.57  -1.41
C  0.46  1.28  -0.57  -0.51
C  -0.82  1.45  -1.29  -0.09
O  -1.14  1.08  0.06  -0.38
H  -0.65  -1.38  -1.44  0.34
H  -0.07  -2.48  -0.18  0.41
H  1.08  -1.36  -0.99  0.28
H  -1.18  -0.75  0.98  0.29
H  0.77  -1.24  2.22  0.40
H  0.64  0.52  2.21  0.39
H  1.83  -0.27  1.14  0.32
H  0.77  2.23  -0.09  0.18
H  -1.20  2.47  -1.45  0.23
H  -1.13  0.74  -2.06  0.16

Computed properties:
HOMO in eV: -7.896
Energy relative to the best compared isomer or geometry (same formula, charge and spin) in kcal/mol: 138.3
Orbital gap in eV: 9.0


(6)
This record from the Open Molecules 2025 dataset describes C5H10O in the gas phase at a distorted geometry. The level of theory is ωB97M-V/def2-TZVPD.

Last column: Mulliken charge in e.
Cartesian coordinates (Å):
C  -2.64  0.20  -0.38  -0.82
C  -1.44  -0.59  -0.25  -0.30
O  -0.46  0.30  -0.36  -0.19
C  0.69  -0.30  0.21  0.67
C  1.62  -0.62  -0.89  -1.39
C  1.21  0.64  1.26  -1.37
H  -3.15  -0.11  -1.29  0.28
H  -2.42  1.27  -0.42  0.28
H  -3.37  -0.04  0.38  0.32
H  0.31  -1.26  0.63  0.44
H  1.16  -1.32  -1.59  0.34
H  1.91  0.30  -1.40  0.33
H  2.52  -1.08  -0.49  0.38
H  2.09  0.19  1.72  0.39
H  0.48  0.82  2.04  0.33
H  1.50  1.60  0.84  0.32

Computed properties:
HOMO in eV: -8.445
Energy relative to the best compared isomer or geometry (same formula, charge and spin) in kcal/mol: 69.7
Orbital gap in eV: 9.6


(7)
This record from the Open Molecules 2025 dataset describes C5H10O in the gas phase. The level of theory is ωB97M-V/def2-TZVPD.

Last column: Mulliken charge in e.
Cartesian coordinates (Å):
C  -1.47  0.54  0.76  -1.88
C  -0.07  -0.06  0.76  0.47
C  0.11  -1.38  -0.03  -0.62
C  1.07  -0.66  -1.01  -0.63
C  0.97  0.63  -0.18  -0.06
O  0.58  1.80  -0.85  -0.58
H  -1.48  1.55  1.19  0.38
H  -1.91  0.59  -0.25  0.49
H  -2.15  -0.08  1.36  0.39
H  0.28  -0.12  1.80  0.35
H  0.57  -2.19  0.54  0.25
H  -0.81  -1.76  -0.50  0.27
H  2.08  -1.08  -1.07  0.26
H  0.69  -0.53  -2.02  0.25
H  1.91  0.87  0.33  0.31
H  -0.38  1.88  -0.82  0.35

Computed properties:
HOMO in eV: -9.765
Energy relative to the best compared isomer or geometry (same formula, charge and spin) in kcal/mol: 22.6
Orbital gap in eV: 10.8


(8)
This record from the Open Molecules 2025 dataset describes 2 unconnected molecules or ions with the total composition C5H10O. The level of theory is ωB97M-V/def2-TZVPD.

Last column: Mulliken charge in e.
Cartesian coordinates (Å):
C  1.57  -2.07  -0.25  -0.52
C  0.05  0.07  0.88  -0.52
C  -1.37  -0.50  0.95  -1.04
C  0.35  0.51  -0.52  0.89
O  0.90  -0.26  -1.30  -0.56
C  -0.08  1.91  -0.90  -1.19
H  2.53  -1.94  -0.77  0.18
H  0.97  -2.68  -0.96  0.19
H  0.76  -0.74  1.08  0.36
H  0.18  0.90  1.57  0.32
H  -1.54  -1.25  0.17  0.28
H  -2.13  0.28  0.84  0.32
H  -1.51  -0.99  1.91  0.33
H  -1.09  2.11  -0.53  0.31
H  0.57  2.62  -0.37  0.31
H  -0.03  2.11  -1.97  0.35

Computed properties:
HOMO in eV: -8.266
Energy relative to the best compared isomer or geometry (same formula, charge and spin) in kcal/mol: 102.2
Orbital gap in eV: 8.9


(9)
This record from the Open Molecules 2025 dataset describes C5H10O in the gas phase. The level of theory is ωB97M-V/def2-TZVPD.

Last column: Mulliken charge in e.
Cartesian coordinates (Å):
C  0.82  -1.87  -1.07  -1.24
C  0.71  -0.94  0.13  -0.28
C  -0.67  -0.34  0.30  0.02
O  -0.91  0.36  1.52  -0.47
C  -0.99  1.10  0.30  0.08
C  -0.01  2.22  0.12  -1.28
H  0.07  -2.67  -1.03  0.32
H  1.81  -2.35  -1.10  0.35
H  0.69  -1.34  -2.02  0.32
H  0.91  -1.51  1.05  0.24
H  1.47  -0.16  0.09  0.22
H  -1.49  -1.02  0.03  0.39
H  -2.02  1.36  0.03  0.39
H  1.02  1.91  0.31  0.35
H  -0.24  3.03  0.83  0.31
H  -0.07  2.63  -0.89  0.29

Computed properties:
HOMO in eV: -10.008
Energy relative to the best compared isomer or geometry (same formula, charge and spin) in kcal/mol: 26.3
Orbital gap in eV: 11.1


(10)
This record from the Open Molecules 2025 dataset describes C5H10O in the gas phase at a distorted geometry. The level of theory is ωB97M-V/def2-TZVPD.

Last column: Mulliken charge in e.
Cartesian coordinates (Å):
C  -0.58  -2.60  -0.16  -1.22
C  -0.91  -1.25  0.47  -0.37
C  0.21  -0.23  0.31  -0.21
C  -0.03  1.06  0.18  -0.28
C  0.96  2.15  0.02  -0.51
O  0.85  2.67  -1.32  -0.53
H  -0.25  -2.46  -1.19  0.34
H  -1.52  -3.13  -0.24  0.35
H  0.21  -3.15  0.35  0.32
H  -1.24  -1.38  1.51  0.30
H  -1.73  -0.79  -0.02  0.31
H  1.16  -0.70  0.31  0.33
H  -1.03  1.43  0.23  0.29
H  1.99  1.82  0.21  0.26
H  0.80  2.98  0.70  0.30
H  1.12  3.59  -1.35  0.30

Computed properties:
HOMO in eV: -9.538
Energy relative to the best compared isomer or geometry (same formula, charge and spin) in kcal/mol: 28.5
Orbital gap in eV: 10.6


The highest energy relative to the best compared isomer or geometry (same formula, charge and spin) belongs to which entry? number 5


Repeat the eighth record exactly.
This record from the Open Molecules 2025 dataset describes 2 unconnected molecules or ions with the total composition C5H10O. The level of theory is ωB97M-V/def2-TZVPD.

Last column: Mulliken charge in e.
Cartesian coordinates (Å):
C  1.57  -2.07  -0.25  -0.52
C  0.05  0.07  0.88  -0.52
C  -1.37  -0.50  0.95  -1.04
C  0.35  0.51  -0.52  0.89
O  0.90  -0.26  -1.30  -0.56
C  -0.08  1.91  -0.90  -1.19
H  2.53  -1.94  -0.77  0.18
H  0.97  -2.68  -0.96  0.19
H  0.76  -0.74  1.08  0.36
H  0.18  0.90  1.57  0.32
H  -1.54  -1.25  0.17  0.28
H  -2.13  0.28  0.84  0.32
H  -1.51  -0.99  1.91  0.33
H  -1.09  2.11  -0.53  0.31
H  0.57  2.62  -0.37  0.31
H  -0.03  2.11  -1.97  0.35

Computed properties:
HOMO in eV: -8.266
Energy relative to the best compared isomer or geometry (same formula, charge and spin) in kcal/mol: 102.2
Orbital gap in eV: 8.9


The lowest energy relative to the best compared isomer or geometry (same formula, charge and spin) belongs to which entry? number 7


Which formula does entry 7 have? C5H10O